# C17H28ClHfOP

A structure of composition C17H28ClHfOP in a non-equilibrium geometry (wB97M-V/def2-TZVPD, the OMol25 dataset).

Last column: natural (NBO) charge in e.
CARTESIAN COORDINATES (ANGSTROEM)
C  -0.86455  2.71366  -4.21721  0.638
C  -1.56923  1.64350  -4.88660  -0.767
C  -1.62042  3.63431  -3.40676  -0.766
C  0.46712  3.08378  -4.63864  -0.768
Cl  0.00290  0.55024  -1.89228  -0.464
H  -2.00202  4.36954  -4.13919  0.329
H  -1.06704  4.16415  -2.62157  0.277
H  -2.46926  3.18960  -2.87394  0.271
H  -1.89218  2.08980  -5.84121  0.325
H  -2.45826  1.29978  -4.34798  0.266
H  -1.02252  0.72236  -5.11397  0.291
H  0.29733  3.68111  -5.54914  0.327
H  1.16604  2.28421  -4.90105  0.287
H  1.01818  3.70696  -3.92614  0.271
C  -2.12409  -1.20704  1.91957  -0.247
C  -1.92413  0.20468  1.93033  -0.268
C  -2.03085  0.68565  0.57584  -0.470
H  -1.82483  0.81203  2.84278  0.253
C  -2.19757  -0.47871  -0.27513  -0.381
C  -2.19770  -1.64296  0.56412  -0.283
H  -2.43074  -2.67467  0.25038  0.256
H  -2.26378  -1.82080  2.81240  0.241
H  -2.09978  1.73235  0.28025  0.266
H  -2.38851  -0.49320  -1.36390  0.268
C  2.55465  0.56576  0.98994  -0.317
C  1.91275  0.69038  2.26192  -0.242
C  0.74090  1.48782  2.11608  -0.298
H  2.30024  0.32642  3.21531  0.245
C  0.72061  2.00477  0.77884  -0.448
C  1.86297  1.44409  0.08665  -0.349
H  2.18700  1.61861  -0.94318  0.268
H  3.51886  0.08828  0.78349  0.262
H  0.05020  1.76787  2.92183  0.262
H  0.00711  2.72300  0.37992  0.266
Hf  0.13055  -0.19263  0.28449  1.939
C  3.00759  -3.02899  2.21208  -0.994
P  1.20839  -3.01136  2.18673  1.903
C  0.09437  -4.39215  1.88646  -0.993
C  0.74552  -2.44356  3.88924  -0.985
O  0.82396  -1.93622  1.06357  -1.152
H  3.36886  -2.00163  2.31526  0.278
H  3.40238  -3.33840  1.24854  0.277
H  3.42961  -3.64928  3.03582  0.285
H  0.15158  -5.18494  2.65811  0.284
H  -0.93123  -4.01256  1.83666  0.280
H  0.25499  -4.80335  0.89571  0.277
H  1.24886  -1.49512  4.15233  0.262
H  -0.33367  -2.21871  3.96883  0.264
H  1.03881  -3.25843  4.59438  0.275

Properties
LUMO	-7.655	eV
orbital gap	6.34	eV
charge	+2
energy above the lowest of the compared OMol25 structures with the same formula, charge and spin	0.0	kcal/mol

=====

# C5H7NO2

The molecule C5H7NO2 in a non-equilibrium geometry (wB97M-V/def2-TZVPD, the OMol25 dataset).

Last column: natural (NBO) charge in e.
CARTESIAN COORDINATES (ANGSTROEM)
C  -1.78594  0.93090  0.68147  0.261
C  -1.36211  -1.18263  -0.51708  0.465
C  1.77412  -0.27925  0.26083  -0.664
C  -0.73679  -0.02923  0.59501  -0.436
C  0.57671  0.68757  0.09725  0.124
N  -2.48489  1.81499  0.58074  -0.298
O  -1.22570  -2.35036  -0.38994  -0.479
O  0.35279  1.16841  -1.20982  -0.706
H  -1.97553  -0.72107  -1.28154  0.127
H  2.29823  -0.10558  1.20532  0.229
H  2.57371  0.05905  -0.48803  0.228
H  1.61694  -1.36150  0.05558  0.225
H  -0.71709  -0.58238  1.44341  0.247
H  0.75336  1.48957  0.85451  0.203
H  0.34219  0.46151  -1.88771  0.475

Properties
LUMO	0.273	eV
orbital gap	10.60	eV
structure (SMILES)	C[C@@H](O)[C@@H](C#N)C=O
charge	0
energy above the lowest of the compared OMol25 structures with the same formula, charge and spin	45.7	kcal/mol

=====

# C5H10O

A cluster of 2 separate species, C5H10O in total in a non-equilibrium geometry (wB97M-V/def2-TZVPD, the OMol25 dataset).

Last column: natural (NBO) charge in e.
CARTESIAN COORDINATES (ANGSTROEM)
C  -1.47285  -0.11521  -1.25361  -0.645
C  -0.82774  -0.34384  0.07379  -0.050
C  -1.15354  0.38661  1.12720  -0.378
C  1.19771  -1.47373  1.03486  -0.354
C  0.32514  -1.28764  0.05700  -0.227
H  -2.32437  0.56664  -1.18518  0.220
H  -1.84559  -1.01144  -1.75602  0.217
H  -0.81225  0.35846  -1.98812  0.220
H  -1.95630  1.11018  1.10702  0.203
H  -0.62332  0.24951  2.06104  0.194
H  1.24234  -0.85786  1.91682  0.196
H  1.98759  -2.20182  0.89306  0.203
H  0.33412  -1.88968  -0.83405  0.201
H  2.07936  1.70304  -1.31917  0.464
H  0.93838  1.59045  -0.35194  0.473
O  1.57538  2.23118  -0.68768  -0.937

Properties
LUMO	0.718	eV
orbital gap	9.90	eV
structure (SMILES)	C=CC(=C)C.O
charge	0
energy above the lowest of the compared OMol25 structures with the same formula, charge and spin	32.3	kcal/mol

=====

# C24H63N4O9

A cluster of 5 separate species, C24H63N4O9 in total in a non-equilibrium geometry (wB97M-V/def2-TZVPD, the OMol25 dataset).

Last column: Löwdin charge in e.
CARTESIAN COORDINATES (ANGSTROEM)
O  1.55400  12.28300  28.28300  0.163
H  1.48200  12.94900  29.05300  0.110
H  1.50500  13.09600  27.58000  0.173
H  2.34400  11.92500  27.95300  0.061
C  3.04700  9.23700  29.67400  -0.377
O  3.21400  10.39100  29.81600  -0.128
C  4.01000  10.71600  30.96800  -0.106
C  4.58900  12.18800  30.90100  -0.186
N  5.60800  12.29100  31.97900  -0.052
C  6.07400  13.68100  31.82600  -0.200
C  7.17500  14.05100  32.99100  -0.182
O  7.35900  15.46500  32.85400  -0.203
C  8.33700  15.72500  33.86300  -0.101
H  2.46000  8.65100  30.40400  0.122
H  3.84200  8.64100  29.39000  0.078
H  2.59000  8.88900  28.79900  0.081
H  4.94400  9.98800  31.09100  0.176
H  3.57500  10.56000  31.86000  0.075
H  3.84600  12.94800  30.79900  0.065
H  5.01300  12.39500  29.84100  0.145
H  5.29300  12.31600  32.95000  0.114
H  5.34100  14.30300  31.99600  0.040
H  6.57500  13.73800  30.81500  0.142
H  8.04200  13.43800  32.65100  0.129
H  6.77700  13.97700  34.11600  0.157
H  9.25600  15.38100  33.66300  0.053
H  7.91200  15.49300  34.78300  0.063
H  8.32300  16.83100  33.78800  0.112
C  -1.65500  13.20200  27.17400  -0.176
O  -0.65900  13.96600  26.98900  -0.167
C  -0.28000  14.31600  25.78200  -0.249
C  1.21200  14.53000  25.48200  -0.182
N  1.91700  13.26500  25.65800  -0.072
C  3.25300  13.55600  25.40500  -0.191
C  3.94900  12.15000  25.35200  -0.072
O  4.09800  11.61400  26.77200  -0.233
C  4.59100  10.27700  26.74600  -0.112
H  -1.75500  12.23600  26.47000  0.134
H  -2.47800  13.97600  26.95500  0.126
H  -1.88500  12.81200  28.18800  0.091
H  -0.85300  15.19600  25.52300  0.142
H  -0.12200  13.62700  24.92600  0.119
H  1.62400  15.35100  26.19600  0.161
H  1.27700  14.79900  24.43800  0.121
H  1.54700  12.49300  25.11100  0.079
H  3.89800  14.15800  25.91700  0.100
H  3.21900  13.99300  24.46700  0.088
H  4.91800  12.19500  25.19000  0.059
H  3.41700  11.28600  24.77200  0.145
H  4.74800  9.84900  27.76700  0.085
H  5.54400  10.11100  26.02300  0.156
H  3.87300  9.58400  26.60700  0.025
C  -1.03900  8.79000  31.37400  -0.256
O  -1.05400  9.94700  31.01400  -0.137
C  0.12900  10.82700  31.21700  -0.075
C  -0.26500  12.23700  30.87800  -0.224
N  0.87100  13.02800  30.79000  -0.085
C  0.58800  14.40200  30.36000  -0.216
C  1.80800  15.14100  30.14500  -0.209
O  2.65300  14.63000  29.08700  -0.283
C  3.98900  15.29600  29.05700  0.010
H  -0.31000  8.30300  30.66000  0.115
H  -1.91100  8.25000  31.25800  0.092
H  -0.66100  8.78600  32.28000  0.055
H  0.90000  10.58600  30.59000  0.083
H  0.20700  10.65300  32.16400  0.078
H  -0.85800  12.63300  31.70900  0.142
H  -0.91300  12.03100  30.09600  0.100
H  1.29300  12.96400  31.79700  0.198
H  -0.05500  14.98900  31.13100  0.174
H  0.04000  14.28200  29.45100  0.102
H  2.29100  15.32000  30.96300  0.063
H  1.30500  16.13600  29.54000  0.204
H  4.46100  14.66400  28.37200  0.058
H  4.28900  14.92600  29.98200  0.032
H  3.72800  16.44700  28.76300  0.166
C  -0.34000  9.26500  27.45400  -0.124
O  -0.55700  9.93400  26.33400  -0.184
C  0.57400  10.11000  25.50400  -0.208
C  0.04400  10.76300  24.24500  -0.166
N  1.07300  11.34500  23.39900  -0.096
C  0.73200  12.05600  22.20500  -0.246
C  1.88300  12.62200  21.48500  -0.311
O  1.40400  13.39600  20.47900  -0.196
C  2.31100  14.26900  19.77900  -0.049
H  0.38800  10.07200  27.90600  0.130
H  0.00900  8.36500  27.33400  0.041
H  -1.21400  9.12000  27.99700  0.087
H  1.11200  9.01700  25.42000  0.183
H  1.31200  10.50600  25.96600  0.013
H  -0.76400  11.44400  24.58200  0.120
H  -0.31500  9.89200  23.58500  0.153
H  1.69400  10.59600  23.07500  0.134
H  0.00800  12.88700  22.32700  0.139
H  0.10100  11.44700  21.59500  0.117
H  2.52500  11.77400  21.02800  0.155
H  2.54100  13.01700  22.32900  0.125
H  1.76000  14.84000  19.08700  0.062
H  3.09700  13.79600  19.22200  0.068
H  2.76900  14.89300  20.81200  0.162

Properties
LUMO	-1.779	eV
orbital gap	9.67	eV
charge	+1
energy above the lowest of the compared OMol25 structures with the same formula, charge and spin	405.4	kcal/mol

=====

# C30H25ClInN2O2PS

A structure of composition C30H25ClInN2O2PS in a non-equilibrium geometry (wB97M-V/def2-TZVPD, the OMol25 dataset).

Last column: natural (NBO) charge in e.
CARTESIAN COORDINATES (ANGSTROEM)
In  0.43718  0.78126  0.80850  1.393
Cl  2.86502  -0.85988  -0.27675  1.221
C  2.88113  0.12559  -1.36555  -0.386
C  5.53080  -0.82364  -0.29522  -0.311
C  5.72965  0.03427  -1.35048  -0.085
C  5.18945  0.72378  -2.54252  -0.226
C  4.03450  1.35479  -2.89763  -0.135
C  2.76360  1.14058  -2.18850  -0.373
P  1.10095  1.88325  -1.83222  1.068
C  1.31258  3.64561  -1.53061  -0.341
C  1.05865  4.58814  -2.52609  -0.203
C  1.25660  5.93498  -2.26061  -0.184
C  1.71579  6.34239  -1.01613  -0.158
C  1.98446  5.40510  -0.02641  -0.182
C  1.78369  4.05983  -0.28327  -0.227
C  -0.00834  1.67672  -3.22332  -0.450
C  -1.23787  2.33991  -3.23661  -0.132
C  -2.12219  2.11928  -4.27661  -0.209
C  -1.79088  1.23308  -5.29672  -0.157
C  -0.57635  0.56481  -5.27820  -0.180
C  0.31597  0.77831  -4.23770  -0.185
H  6.38125  -0.83680  0.38170  0.259
H  6.75786  0.38431  -1.27562  0.239
H  6.01116  0.94306  -3.21606  0.245
H  4.05625  1.98233  -3.77996  0.245
H  0.70259  4.27747  -3.49920  0.237
H  1.05014  6.66756  -3.02883  0.242
H  1.86789  7.39436  -0.81606  0.241
H  2.35063  5.72434  0.93976  0.235
H  2.01612  3.33281  0.48933  0.200
H  -1.50032  3.03469  -2.44693  0.216
H  -3.07023  2.63904  -4.29596  0.239
H  -2.48643  1.06351  -6.10742  0.240
H  -0.32166  -0.12343  -6.07231  0.238
H  1.26203  0.25047  -4.22495  0.223
C  1.49384  -2.06535  7.56957  -0.648
C  0.82871  -1.79498  6.25448  0.070
C  -0.15520  -2.65457  5.76500  -0.203
C  -0.77467  -2.41838  4.55137  -0.145
C  -0.39552  -1.29680  3.81717  -0.440
C  0.57603  -0.41437  4.28240  -0.121
C  1.18010  -0.67385  5.49604  -0.210
S  -1.17439  -1.07511  2.28309  2.297
O  -2.37512  -1.81528  2.19462  -0.823
O  -1.29106  0.41228  1.97349  -0.973
N  -0.10995  -1.38951  1.04766  -0.891
C  1.03373  -2.05851  0.97346  0.513
C  1.75805  -2.96726  1.87811  -0.309
C  3.05845  -3.30527  1.67013  -0.047
C  4.26240  -2.77042  0.93306  -0.250
C  4.47899  -1.64742  0.23760  -0.006
N  1.65559  -1.85594  -0.22172  -0.798
H  0.81922  -2.57479  8.25500  0.243
H  1.83913  -1.14512  8.03689  0.238
H  2.36311  -2.71039  7.42340  0.245
H  -0.45529  -3.51251  6.35268  0.245
H  -1.55375  -3.07421  4.18693  0.261
H  0.82991  0.48874  3.74215  0.209
H  1.92010  0.01659  5.87979  0.236
H  1.21902  -3.46400  2.67392  0.257
H  3.39711  -4.11542  2.30630  0.244
H  5.15583  -3.32848  1.20003  0.270
H  2.02742  0.68279  1.17347  -0.324

Properties
LUMO	-7.676	eV
orbital gap	6.06	eV
charge	+2
energy above the lowest of the compared OMol25 structures with the same formula, charge and spin	22.8	kcal/mol